Record 1
Molecular formula: C3H5NO2S
Method: DFT, wB97M-V/def2-TZVPD

XYZ file:
```
12
Properties=species:S:1:pos:R:3:mulliken_charge:R:1
C 2.42 -1.23 0.53 -0.264
N 1.19 -1.52 0.34 -0.435
O 0.47 -0.30 0.09 -0.019
C -0.84 -0.34 0.18 0.333
S -1.77 -1.59 0.76 -0.262
C -1.47 0.94 -0.36 -0.336
O -0.48 1.81 -0.89 -0.502
H 3.03 -2.09 0.77 0.305
H 2.79 -0.23 0.54 0.312
H -2.23 0.67 -1.12 0.284
H -2.10 1.37 0.47 0.264
H -0.99 2.52 -1.32 0.321
```

lowest unoccupied orbital energy	0.31	eV
ΔE to the lowest compared entry with this formula, charge and spin	298.1	kJ/mol
SMILES	C=NOC(=S)CO
frontier orbital gap	8.90	eV
E_HOMO	-8.592	eV

Record 2
Molecular formula: C21H26BF2N2OPS
Method: DFT, wB97M-V/def2-TZVPD

XYZ file:
```
55
Properties=species:S:1:pos:R:3:mulliken_charge:R:1
C 1.37 -3.71 1.86 -1.323
C 1.78 -2.45 1.09 -0.269
P 0.52 -1.93 -0.14 -0.170
C 1.22 -0.61 -1.20 -0.789
C 2.33 0.27 -0.57 -0.853
C -1.01 -1.22 0.74 0.952
C -1.21 -1.82 2.03 -0.992
N -1.34 -2.31 3.08 -0.616
B -2.34 -1.56 -0.14 0.557
C -2.37 -2.18 -1.57 -1.189
O -3.56 -1.29 0.46 -0.556
C -0.81 0.31 0.98 -0.086
S -2.17 1.22 1.80 -0.167
C 0.36 0.48 1.83 0.175
N 1.29 0.68 2.49 -0.399
H 1.48 -3.51 2.91 0.348
H 0.35 -3.98 1.69 0.334
H 1.98 -4.55 1.58 0.313
H 2.65 -2.69 0.50 0.560
H 2.10 -1.66 1.76 0.296
H 0.45 0.06 -1.56 0.395
H 1.63 -1.07 -2.08 0.654
H 2.15 1.33 -0.67 0.358
H 2.47 0.05 0.47 -0.165
H 3.27 0.04 -1.05 0.464
H -1.64 -2.96 -1.71 0.520
H -2.30 -1.44 -2.36 0.395
H -3.33 -2.63 -1.69 0.293
H -3.70 -1.88 1.20 0.300
H -0.63 0.85 0.06 0.557
H -2.71 0.25 2.56 0.164
F -5.25 -2.03 -2.89 -0.332
C -5.41 -0.71 -3.13 0.342
C -5.42 0.16 -2.06 -0.145
C -5.58 1.52 -2.31 -0.498
C -5.73 1.97 -3.62 -0.483
C -5.73 1.07 -4.67 -0.352
C -5.56 -0.28 -4.43 -0.543
H -5.30 -0.22 -1.06 0.430
H -5.58 2.22 -1.49 0.389
H -5.86 3.03 -3.81 0.383
H -5.85 1.43 -5.69 0.361
H -5.54 -1.00 -5.24 0.423
F 6.07 2.46 -0.43 -0.303
C 5.89 2.60 0.90 0.310
C 6.71 3.46 1.60 -0.477
C 6.51 3.61 2.97 -0.360
C 5.50 2.90 3.61 -0.595
C 4.69 2.03 2.88 -0.286
C 4.88 1.89 1.52 -0.145
H 7.49 4.00 1.08 0.426
H 7.14 4.28 3.53 0.359
H 5.35 3.01 4.67 0.378
H 3.91 1.48 3.38 0.409
H 4.26 1.22 0.94 0.249
```

lowest unoccupied orbital energy	0.24	eV
SMILES	CCP(CC)[C@](C#N)(B(C)O)[C@@H](S)C#N.Fc1ccccc1.Fc1ccccc1
frontier orbital gap	8.67	eV
E_HOMO	-8.428	eV

Record 3
Molecular formula: C5H12NO
Method: DFT, wB97M-V/def2-TZVPD

XYZ file:
```
19
Properties=species:S:1:pos:R:3:mulliken_charge:R:1
C -0.13 0.22 -1.76 -0.580
C 0.97 -0.67 -1.23 -0.511
C -1.43 -0.05 -1.03 -0.526
C 1.09 -0.43 0.31 -0.374
C -1.16 0.17 0.49 -0.401
N 0.32 0.28 3.20 -0.442
O -0.14 -0.68 0.89 -0.095
H 0.15 1.27 -1.68 0.341
H -0.27 0.00 -2.82 0.301
H 0.74 -1.73 -1.38 0.330
H 1.94 -0.45 -1.68 0.335
H -2.22 0.64 -1.32 0.336
H -1.76 -1.08 -1.17 0.330
H 1.81 -1.13 0.74 0.340
H 1.41 0.61 0.47 0.364
H -0.89 1.23 0.64 0.376
H -2.06 -0.09 1.06 0.346
H 0.87 -0.45 3.65 0.263
H -0.60 0.35 3.65 0.267
```

lowest unoccupied orbital energy (spin up / spin down)	-4.95 / -8.44	eV
ΔE to the lowest compared entry with this formula, charge and spin	450.1	kJ/mol
net charge	+1
frontier orbital gap (spin up / spin down)	10.39 / 6.79	eV
E_HOMO (spin up / spin down)	-15.337 / -15.225	eV

Record 4
Molecular formula: C19H29FN2O5S
Method: DFT, wB97M-V/def2-TZVPD

XYZ file:
```
57
Properties=species:S:1:pos:R:3:mulliken_charge:R:1
O 1.36 -1.98 0.76 -0.671
C 1.45 -1.22 1.69 0.202
N 0.52 -0.28 2.00 0.082
C -0.58 0.08 1.13 -1.527
C -0.22 1.03 -0.01 0.438
C 0.54 0.35 -1.20 -0.965
C -0.40 0.58 -2.39 -0.463
C -0.35 2.07 -2.78 -0.964
C -1.10 2.75 -1.60 -1.123
C -1.49 1.55 -0.72 -0.559
N -1.70 0.51 -1.72 0.062
C -2.78 -0.18 -2.14 -0.061
O -2.75 -0.92 -3.11 -0.715
C -4.04 -0.06 -1.30 1.046
C -5.32 -0.30 -2.16 -1.027
C -5.92 -1.66 -1.79 -0.807
S -5.63 -1.75 -0.04 1.157
O -6.43 -0.74 0.60 -0.668
O -5.64 -3.10 0.46 -0.686
C -3.97 -1.12 -0.18 -0.959
C 2.66 -1.26 2.62 -0.031
F 2.82 -2.56 3.08 -0.392
C 3.91 -0.82 1.88 0.277
C 3.78 0.59 1.32 0.373
C 5.09 1.02 0.67 -0.860
O 6.17 0.95 1.58 -0.396
C 6.37 -0.38 2.04 -0.592
C 5.15 -0.90 2.78 -0.793
H 0.71 0.32 2.79 0.291
H -0.99 -0.85 0.72 0.515
H -1.35 0.54 1.76 0.368
H 0.34 1.87 0.40 0.450
H 1.53 0.79 -1.37 0.320
H 0.68 -0.71 -1.00 0.355
H -0.32 -0.13 -3.20 0.578
H 0.67 2.42 -2.89 0.441
H -0.87 2.24 -3.73 0.369
H -0.49 3.47 -1.06 0.440
H -2.00 3.26 -1.96 0.345
H -2.33 1.72 -0.06 0.874
H -4.11 0.93 -0.85 0.370
H -6.04 0.48 -1.95 0.354
H -5.06 -0.28 -3.21 0.403
H -6.98 -1.74 -1.98 0.503
H -5.38 -2.49 -2.25 0.331
H -3.33 -1.96 -0.46 0.461
H -3.67 -0.73 0.79 0.287
H 2.50 -0.63 3.51 0.367
H 4.03 -1.52 1.04 0.258
H 2.98 0.64 0.58 -0.471
H 3.54 1.29 2.13 0.238
H 5.29 0.39 -0.20 0.411
H 5.04 2.06 0.34 0.364
H 6.60 -1.03 1.19 0.359
H 7.24 -0.35 2.69 0.355
H 4.98 -0.29 3.67 0.315
H 5.32 -1.93 3.11 0.372
```

lowest unoccupied orbital energy	0.27	eV
ΔE to the lowest compared entry with this formula, charge and spin	29.9	kJ/mol
SMILES	O=C(NC[C@H]1C[C@@H]2CC[C@H]1N2C(=O)[C@H]1CCS(=O)(=O)C1)[C@@H](F)C1CCOCC1
frontier orbital gap	9.99	eV
E_HOMO	-9.722	eV

Record 5
Molecular formula: C61H46BrFNO2P3S2SiTa
Method: DFT, wB97M-V/def2-TZVPD

XYZ file:
```
119
Properties=species:S:1:pos:R:3:mulliken_charge:R:1
Ta -23.22 2.33 3.90 0.750
C -28.86 5.04 6.07 -0.786
C -27.74 5.86 6.17 -0.970
C -26.50 5.25 6.15 -0.646
C -26.39 3.82 6.05 0.829
C -27.53 3.04 6.00 -0.219
C -28.77 3.68 6.00 -0.663
P -24.68 3.20 6.17 2.452
C -25.04 1.69 7.14 1.168
C -25.64 0.57 6.55 -0.684
C -26.05 -0.56 7.32 -0.966
C -25.93 -0.48 8.70 -0.747
C -25.24 0.56 9.30 -0.715
C -24.85 1.64 8.51 -1.290
C -23.80 4.36 7.18 -0.673
C -24.37 4.85 8.34 0.079
C -23.68 5.75 9.10 -1.224
C -22.47 6.28 8.64 -0.640
C -21.93 5.82 7.46 -0.336
C -22.61 4.85 6.69 0.365
Si -21.74 4.00 5.31 0.224
C -20.99 5.21 4.04 1.595
C -19.75 5.90 4.32 -0.403
C -19.25 6.79 3.42 -0.719
C -20.02 7.18 2.30 -1.035
C -21.29 6.70 2.17 -0.435
C -21.76 5.62 2.96 -0.478
P -23.32 4.81 2.77 2.818
C -23.74 4.76 0.98 0.876
C -22.69 4.61 0.08 -0.628
C -22.95 4.42 -1.26 -0.598
C -24.28 4.50 -1.77 -1.033
C -25.31 4.59 -0.90 -1.131
C -25.04 4.75 0.49 -0.665
C -24.55 6.07 3.36 1.061
C -25.92 5.87 3.08 0.235
C -26.83 6.88 3.32 -1.229
C -26.45 8.07 3.87 -0.788
C -25.11 8.22 4.25 -1.007
C -24.17 7.26 3.97 -0.829
C -20.44 2.99 6.16 0.744
C -20.14 3.08 7.51 -0.861
C -19.20 2.18 8.07 -0.997
C -18.57 1.22 7.30 -1.021
C -18.94 1.11 5.94 -0.500
C -19.92 1.90 5.44 -0.434
P -20.51 1.87 3.70 1.692
C -19.33 2.89 2.79 0.548
C -19.69 3.31 1.51 -0.156
C -18.80 3.95 0.69 -0.825
C -17.53 4.29 1.19 -0.943
C -17.15 3.93 2.46 -0.867
C -18.07 3.30 3.31 -0.727
C -20.11 0.25 3.08 0.829
C -19.28 0.06 2.02 -0.444
C -18.93 -1.28 1.70 -0.598
C -19.39 -2.37 2.45 -0.962
C -20.26 -2.08 3.49 -0.469
C -20.63 -0.82 3.81 -1.231
H -29.84 5.51 6.10 0.385
H -27.90 6.95 6.27 0.476
H -25.61 5.90 6.24 0.431
H -27.46 1.95 6.05 0.375
H -29.68 3.02 5.87 0.351
H -25.85 0.52 5.50 0.935
H -26.63 -1.38 6.82 0.403
H -26.33 -1.30 9.30 0.379
H -25.10 0.64 10.39 0.428
H -24.35 2.51 8.96 0.312
H -25.39 4.57 8.65 0.731
H -24.08 6.18 10.02 0.399
H -21.90 7.08 9.17 0.416
H -20.98 6.18 7.06 0.417
H -19.20 5.78 5.28 0.199
H -18.37 7.33 3.64 0.513
H -19.69 7.97 1.63 0.425
H -21.85 7.03 1.34 0.647
H -21.62 4.66 0.38 -0.053
H -22.09 4.31 -1.92 0.500
H -24.44 4.51 -2.81 0.505
H -26.37 4.63 -1.19 0.451
H -25.86 4.79 1.16 0.616
H -26.35 4.88 2.81 -0.143
H -27.86 6.71 3.01 0.470
H -27.14 8.88 3.91 0.525
H -24.83 9.24 4.51 0.462
H -23.15 7.39 4.26 0.467
H -20.58 3.85 8.11 0.593
H -18.88 2.22 9.15 0.345
H -17.76 0.59 7.67 0.463
H -18.59 0.34 5.31 0.744
H -20.64 3.03 1.12 0.683
H -19.07 4.18 -0.35 0.482
H -16.83 4.77 0.53 0.434
H -16.12 4.09 2.78 0.449
H -17.73 2.99 4.30 0.373
H -18.88 0.89 1.43 0.407
H -18.20 -1.36 0.89 0.409
H -19.08 -3.35 2.21 0.499
H -20.64 -2.93 4.08 0.434
H -21.13 -0.62 4.73 0.723
Br -25.77 2.31 3.04 -0.358
F -23.09 1.17 5.40 -0.942
O -25.59 -0.95 4.01 -0.683
S -24.24 -1.19 3.58 1.231
O -23.34 -1.93 4.42 -0.695
N -23.38 0.20 3.10 -0.140
C -23.41 0.34 1.76 0.665
S -22.91 1.85 1.21 -0.292
C -23.89 -0.82 1.06 0.182
C -24.01 -1.04 -0.34 -0.396
C -24.57 -2.27 -0.76 -0.806
C -24.97 -3.17 0.17 -0.552
C -24.95 -2.94 1.55 -1.139
C -24.36 -1.79 1.95 0.323
H -23.71 -0.31 -1.17 0.326
H -24.71 -2.46 -1.77 0.534
H -25.40 -4.13 -0.22 0.340
H -25.36 -3.63 2.21 0.650
```

lowest unoccupied orbital energy	-3.22	eV
ΔE to the lowest compared entry with this formula, charge and spin	0.0	kJ/mol
net charge	+1
frontier orbital gap	7.27	eV
E_HOMO	-10.493	eV

Record 6
Molecular formula: C9H25Cl2LuN2O2P2
Method: DFT, wB97M-V/def2-TZVPD

XYZ file:
```
43
Properties=species:S:1:pos:R:3:mulliken_charge:R:1
C 1.23 -0.09 -6.11 -1.026
C 0.79 0.33 -4.73 0.728
H 2.32 -0.10 -6.15 0.298
H 0.83 0.61 -6.84 0.331
H 0.82 -1.08 -6.33 0.339
O 1.46 0.61 -3.79 -0.434
Cl -1.04 0.37 -4.61 -0.199
Lu 0.00 0.00 0.39 1.287
P -0.22 2.29 0.15 0.585
C 0.92 3.37 1.10 -1.204
C -0.01 2.87 -1.58 -1.071
H -0.20 3.95 -1.66 0.431
H -1.96 4.00 0.39 0.424
H -0.70 2.32 -2.21 0.268
H -2.62 2.37 0.03 0.357
H 1.95 3.13 0.83 0.385
H 1.01 2.66 -1.91 0.395
C -1.88 2.93 0.60 -1.148
H 0.73 4.42 0.90 0.391
H -2.05 2.75 1.67 0.359
H 0.80 3.17 2.17 0.362
P 0.00 -2.32 0.45 0.614
C 1.23 -3.15 1.52 -1.191
C -1.59 -3.04 0.99 -1.094
H -0.46 -2.69 -1.88 0.365
H 0.19 -4.18 -1.13 0.399
H 1.28 -2.82 -1.55 0.397
C 0.28 -3.09 -1.19 -1.146
H -2.38 -2.63 0.35 0.355
H -1.58 -4.13 0.91 0.425
H 1.13 -4.23 1.47 0.392
H 1.08 -2.82 2.56 0.332
H -1.79 -2.75 2.02 0.304
H 2.24 -2.85 1.21 0.385
Cl -1.81 -0.19 -1.15 -0.402
N 1.14 0.30 4.34 -0.410
C 0.00 0.00 3.67 0.829
N -1.14 -0.30 4.34 -0.390
O 0.00 0.00 2.39 -0.944
H 1.16 0.31 5.37 0.217
H 2.00 0.53 3.82 0.236
H -2.00 -0.53 3.82 0.241
H -1.16 -0.31 5.37 0.225
```

lowest unoccupied orbital energy	-7.06	eV
net charge	+2
frontier orbital gap	8.12	eV
E_HOMO	-15.181	eV